Record 1
ORCA calculation (ωB97M-V with the def2-TZVPD basis set) on a structure of composition C40H52ClFNP2Ti in a non-equilibrium geometry.

The geometry in XYZ format:
```
98
Properties=species:S:1:pos:R:3:forces:R:3
Ti -0.04083 0.72933 0.07664 1.3 0.2 -0.2
C 1.52637 -2.37767 1.55044 0.1 0.1 0.0
C 1.33047 -1.63527 2.87424 -0.1 0.3 -0.2
C 0.64167 -2.56407 3.87024 0.2 0.1 0.0
P 0.42997 -0.01997 2.44174 0.0 -0.3 0.9
C 0.52757 1.07503 3.98934 0.0 0.0 -0.3
C 0.76217 0.43813 5.35704 -0.3 0.0 -0.2
C 1.59157 2.15273 3.79344 -0.2 0.0 -0.2
C -1.30053 -0.56777 2.48684 -0.2 -0.2 -0.2
C -2.12343 -0.51547 3.60464 -0.2 -0.1 -0.1
C -3.45983 -0.88377 3.56024 -0.1 0.0 0.1
C -4.30653 -0.87027 4.80224 0.0 0.0 -0.1
C -3.98793 -1.27517 2.33354 0.2 0.1 0.1
C -3.19763 -1.32687 1.20574 0.0 0.1 -0.1
C -1.82283 -1.01247 1.24394 -0.6 -0.4 1.1
N -1.01423 -1.05847 0.14504 0.1 -0.7 -0.1
C -1.34913 -1.87787 -0.88466 -0.4 -0.8 -0.7
C -1.95813 -3.13527 -0.66376 0.2 -0.1 0.1
C -2.43723 -3.90847 -1.69466 0.0 0.1 -0.1
C -2.31493 -3.49227 -3.01716 0.0 0.0 -0.1
C -2.90633 -4.27217 -4.15586 0.1 0.0 0.0
C -1.58853 -2.33727 -3.25886 -0.3 -0.2 0.3
C -1.08713 -1.54367 -2.23726 -0.1 0.1 0.2
P 0.03827 -0.15217 -2.52406 0.2 -0.8 -1.0
C -0.37913 0.52793 -4.25886 0.1 0.3 0.4
C -1.89033 0.67993 -4.45226 0.0 0.0 0.2
C 0.21167 -0.09967 -5.52016 0.1 0.1 0.2
C 1.60747 -1.21077 -2.73886 -0.2 0.1 0.2
C 1.51747 -2.52787 -3.50796 -0.1 0.1 0.2
C 2.79307 -0.37987 -3.23326 -0.2 0.1 0.1
H 2.29137 -3.15227 1.64014 0.0 -0.1 0.0
H 1.81167 -1.67867 0.76014 0.0 -0.1 -0.1
H 0.59067 -2.85197 1.25354 0.0 0.0 -0.1
H 2.31017 -1.32977 3.26394 0.0 0.0 0.0
H -0.38473 -2.75257 3.56174 -0.1 -0.1 0.0
H 0.62707 -2.15687 4.87604 0.0 0.0 0.1
H 1.16757 -3.52037 3.90624 0.0 -0.1 0.0
H -0.45373 1.57043 3.98724 0.1 -0.1 0.0
H 1.72947 -0.05807 5.39054 0.1 -0.1 0.0
H -0.00973 -0.27587 5.62744 0.0 -0.1 0.1
H 0.76427 1.22553 6.11384 0.1 0.0 0.1
H 2.58617 1.74713 3.96724 0.1 0.0 0.0
H 1.42627 2.97633 4.49064 0.0 0.0 0.1
H 1.56957 2.54413 2.78054 0.1 0.1 0.0
H -1.72493 -0.18557 4.55314 0.1 0.0 0.0
H -3.76423 -0.41107 5.62714 0.0 0.0 0.1
H -4.57613 -1.88647 5.09564 -0.1 0.0 0.1
H -5.23143 -0.31487 4.64264 -0.1 0.0 0.1
H -5.03493 -1.54277 2.26034 -0.1 0.0 0.0
H -3.64303 -1.60747 0.26004 0.0 0.0 0.0
H -2.05823 -3.48737 0.35544 -0.1 0.1 0.0
H -2.92753 -4.84907 -1.47306 0.0 -0.1 0.0
H -3.61273 -5.01397 -3.79046 -0.1 -0.1 0.0
H -2.13363 -4.79327 -4.72456 0.0 -0.1 -0.1
H -3.42983 -3.60457 -4.84006 -0.1 0.0 -0.1
H -1.42243 -2.04357 -4.28186 0.1 0.0 -0.2
H 0.04747 1.53993 -4.17286 -0.1 -0.2 0.0
H -2.30853 -0.20317 -4.92956 -0.1 -0.1 0.0
H -2.10553 1.53673 -5.09206 0.0 0.0 -0.1
H -2.40123 0.81673 -3.50306 -0.1 0.0 0.0
H -0.12763 -1.12157 -5.66466 0.0 -0.1 -0.1
H 1.29597 -0.09107 -5.50886 0.1 -0.1 -0.1
H -0.11733 0.48563 -6.38236 0.0 0.0 0.0
H 1.78157 -1.49317 -1.68666 0.0 0.1 -0.2
H 1.30847 -2.38087 -4.56356 0.0 0.0 -0.1
H 0.74927 -3.17457 -3.08946 0.0 -0.1 0.0
H 2.47577 -3.04407 -3.42366 0.1 0.0 0.0
H 2.86547 -0.42387 -4.31736 0.0 0.0 -0.1
H 3.72627 -0.76387 -2.82336 0.1 0.0 0.0
H 2.68907 0.66223 -2.93786 0.2 0.1 0.0
Cl -2.55293 1.27523 -0.91176 -1.0 0.2 -0.1
C -1.67793 2.73083 -1.28676 0.2 0.4 -0.1
C -1.83873 3.35673 -2.49916 0.0 0.2 -0.2
C -1.03523 4.44763 -2.82086 -0.1 -0.1 -0.2
C -0.11453 4.90443 -1.88976 0.1 0.1 0.0
C -0.01813 4.32073 -0.64606 0.1 -0.1 -0.1
C -0.78993 3.18813 -0.28896 -0.5 0.5 0.2
C -0.70673 2.54593 0.98544 -0.5 1.0 0.8
H -2.58393 3.01253 -3.19786 0.0 -0.1 0.0
H -1.13393 4.92533 -3.78536 0.0 0.0 0.0
H 0.51427 5.75273 -2.13156 0.0 0.0 0.0
H 0.65317 4.73593 0.09384 0.0 0.0 0.1
H -1.66193 2.22163 1.41434 0.1 0.1 -0.1
H -0.11083 3.10113 1.70834 0.0 -0.1 0.0
F 5.74267 3.03953 3.40134 -0.1 -0.1 -0.1
C 4.81207 2.59663 2.49254 0.0 0.1 0.0
C 4.11917 3.51833 1.72624 0.3 -0.1 0.4
C 3.19567 3.06623 0.80914 -0.1 -0.3 -0.1
C 2.92787 1.69483 0.63114 0.6 0.1 0.2
C 1.99477 1.22753 -0.35186 0.6 0.2 -0.5
C 3.66817 0.79863 1.42894 -0.1 0.2 -0.2
C 4.59537 1.23853 2.34804 0.4 0.3 0.2
H 4.31877 4.57293 1.84304 0.0 0.1 0.1
H 2.67607 3.77913 0.18384 0.0 0.0 0.0
H 2.31657 0.26013 -0.73926 0.1 0.0 -0.2
H 1.83447 1.96383 -1.15356 0.2 -0.2 -0.1
H 3.53307 -0.26527 1.29384 -0.1 -0.1 0.0
H 5.16347 0.53973 2.94674 0.1 0.0 0.1
```
Forces are in eV/Å.

Properties
Spin multiplicity: 3
Relative energy (zero: lowest compared OMol25 entry of this formula, charge and spin): 21.9 kcal/mol
Net charge: -1
Kohn-Sham gap (spin up / spin down): 4.498 / 6.445 eV

These are the Löwdin partial charges, in e, on atoms 1 to 2: Ti 0.400; C -0.138

Record 2
ORCA calculation (ωB97M-V with the def2-TZVPD basis set) on a cluster of 12 separate species, C40H53N10O5P in total in a non-equilibrium geometry.

The geometry in XYZ format:
```
109
Properties=species:S:1:pos:R:3:forces:R:3
O -49.20050 -11.68949 22.34380 1.5 -0.4 2.7
H -50.06317 -12.17397 22.20213 0.1 0.2 -1.6
H -48.27867 -12.01697 21.78081 -2.8 -0.5 -0.2
H -48.98612 -12.35320 23.13714 0.5 0.9 -1.1
P -48.19775 -14.45821 21.60400 2.2 1.7 5.0
O -49.55315 -14.85103 21.35676 -4.3 -2.3 -1.4
O -48.18942 -13.85363 23.09663 0.4 -1.6 -1.2
O -47.95438 -13.18291 20.89791 1.6 2.7 -2.2
O -47.15395 -15.50979 21.40595 -1.3 0.6 0.5
N -45.58004 -16.63271 22.97332 0.2 0.6 0.5
C -44.35593 -17.12918 22.57021 -1.6 0.9 -0.5
C -43.75733 -17.77002 23.61104 -1.1 0.8 2.3
C -44.59888 -17.48063 24.86319 -0.4 0.0 -5.1
C -45.72722 -16.84310 24.32046 0.0 -0.2 -0.4
H -46.32422 -16.03139 22.33775 1.9 -1.6 1.8
H -44.17066 -16.77299 21.56361 1.0 -1.0 -0.1
H -42.89393 -18.40569 23.56853 0.4 0.2 0.1
H -44.42518 -17.91061 25.79137 0.0 -0.5 1.5
H -46.74322 -16.55590 24.59656 0.6 -0.1 1.2
N -50.75847 -16.30439 19.55471 -1.1 -1.4 -1.4
C -50.63705 -17.71253 19.63324 -2.2 1.6 -2.0
C -51.55070 -18.25214 18.73167 -1.2 2.7 -0.3
C -52.30702 -17.07517 18.17649 1.4 -1.6 -0.2
C -51.72484 -15.94552 18.62634 -0.1 0.2 1.3
H -50.28172 -15.57608 20.02430 1.0 -0.1 1.0
H -50.09928 -18.25177 20.35567 1.1 -0.1 0.7
H -51.80663 -19.26732 18.46515 0.4 0.0 0.4
H -53.03904 -16.95984 17.40944 -0.6 -0.8 -0.4
H -52.10436 -14.90599 18.43991 0.9 -1.1 0.4
N -46.89543 -17.39166 19.79728 3.1 1.3 6.1
C -47.44990 -17.20190 18.65115 3.6 -11.0 0.4
C -47.45458 -18.49341 18.10290 0.7 -1.1 0.5
C -46.86647 -19.45903 19.09475 -0.7 11.2 0.4
C -46.39842 -18.59558 20.14293 -2.1 -1.7 -1.7
H -46.80536 -16.78508 20.64187 -0.8 0.1 -2.2
H -47.88087 -16.43890 18.42231 -4.7 8.9 -3.0
H -47.70122 -18.67123 17.06056 -0.3 -0.4 0.3
H -46.75120 -20.36932 18.96035 1.2 -8.4 -1.2
H -46.03080 -18.61822 21.18789 -0.1 -0.8 -1.0
N -50.44053 -16.77069 23.01629 -2.6 1.2 -2.5
C -51.72101 -17.36100 22.81608 4.8 -0.1 2.3
C -51.72076 -18.46980 23.56097 5.8 1.8 2.1
C -50.34635 -18.45930 24.34695 -1.5 -5.4 0.6
C -49.65292 -17.51322 23.78491 2.0 3.4 0.1
H -50.15949 -15.92091 22.55336 0.1 -0.1 -0.2
H -52.51738 -16.94616 22.34895 -1.8 1.4 -1.8
H -52.56113 -18.96892 23.60086 -3.7 -3.3 0.9
H -49.65109 -19.20368 24.96096 -2.6 1.1 -1.1
H -48.65621 -17.09098 24.02576 -0.8 -0.8 -0.2
N -47.88576 -13.17360 18.35625 -0.9 -0.1 0.5
C -48.95604 -13.67203 17.67260 0.6 0.8 -0.6
C -48.80202 -13.43472 16.34057 3.6 1.1 -0.9
C -47.43827 -12.74754 16.19987 -2.1 -0.9 2.8
C -47.00342 -12.58000 17.54604 -1.0 -0.8 -2.5
H -47.83224 -13.15703 19.40314 -0.2 -0.1 -1.0
H -49.80940 -13.95908 18.19789 -1.0 -0.9 0.7
H -49.33979 -13.77378 15.47257 -0.4 0.0 0.2
H -46.93840 -12.47952 15.29463 0.1 0.2 -0.2
H -46.25472 -12.07230 18.08439 1.4 0.5 -0.3
N -49.04318 -14.58830 25.26957 0.5 -0.1 0.0
C -50.24832 -14.98452 25.81060 1.4 0.3 0.1
C -50.07976 -15.08019 27.16830 2.0 1.5 0.4
C -48.66665 -14.60665 27.43272 -0.4 -0.7 1.7
C -48.06506 -14.42124 26.22336 -2.0 -0.5 0.5
H -48.77192 -14.23988 24.31796 -0.8 -1.1 0.1
H -51.06761 -15.24514 25.15053 0.1 0.1 0.3
H -50.84413 -15.33631 27.87482 0.0 -0.1 0.3
H -48.03877 -14.41626 28.38068 -1.6 -0.8 -1.3
H -47.01037 -14.37301 26.03332 0.0 0.6 -0.4
N -46.65268 -10.96960 20.56930 -4.0 -4.9 -2.7
C -45.57657 -10.50930 21.17546 0.3 0.2 1.1
C -45.59653 -9.17696 20.87727 -2.4 -1.9 -2.9
C -46.64225 -8.94930 19.88718 0.0 2.8 -1.4
C -47.38704 -10.11463 19.66240 4.4 1.2 3.2
H -46.99432 -11.98477 20.65366 1.4 1.9 -0.2
H -44.93117 -11.20020 21.81801 -1.2 1.4 -0.9
H -45.07733 -8.49975 21.36032 2.8 3.5 1.7
H -46.69428 -7.89975 19.26784 -0.2 -2.8 1.8
H -48.12304 -10.42125 18.94838 -0.1 -0.3 0.1
N -51.42299 -13.13251 21.55158 2.9 -3.0 -1.2
C -51.63176 -12.16074 20.55056 -0.1 -2.0 5.0
C -52.46314 -11.32539 21.21029 0.1 -5.8 4.4
C -52.96949 -11.98941 22.55306 0.1 3.5 -3.1
C -52.19126 -13.04547 22.70662 2.4 -3.3 1.1
H -50.62888 -13.89651 21.33231 -1.8 1.1 1.1
H -50.98058 -12.30198 19.72428 0.0 0.7 -0.9
H -52.78956 -10.63043 20.67920 -3.6 6.8 -3.5
H -53.78526 -11.63596 23.15132 0.1 0.3 0.3
H -51.95276 -13.83415 23.65544 -1.0 2.4 -3.1
N -46.41284 -12.34731 24.03089 -1.1 -4.1 -0.4
C -45.29200 -12.94120 24.65781 -3.4 6.5 -0.9
C -44.73552 -11.88708 25.28457 1.5 2.9 -0.7
C -45.40771 -10.60418 24.82484 -2.1 -8.7 0.9
C -46.58881 -10.99515 24.24329 3.1 -4.2 -0.3
H -47.09697 -13.22693 23.60619 0.6 2.9 0.6
H -45.32136 -13.92367 24.54108 1.0 -4.2 0.1
H -43.81221 -11.92333 25.82135 0.4 0.2 0.3
H -45.23591 -9.68743 24.88143 2.3 7.7 1.4
H -47.47693 -10.71635 23.80544 -1.4 2.0 -0.7
N -45.02957 -14.65661 20.45586 1.4 0.5 0.0
C -44.07172 -13.97297 21.11456 0.6 2.3 -0.5
C -43.04985 -13.60559 20.21844 -4.2 -4.7 -1.8
C -43.41854 -14.37862 18.89193 0.0 2.2 3.5
C -44.66880 -14.89627 19.17421 -0.8 -0.2 -1.0
H -45.93656 -14.80290 20.88860 0.3 -0.4 -0.6
H -44.41218 -13.53248 22.07791 0.9 -0.5 -0.6
H -42.34556 -12.91576 20.42965 2.6 1.8 0.4
H -42.83846 -14.33719 17.98282 -0.3 -0.2 0.0
H -45.51866 -15.29572 18.58618 1.3 -0.1 -0.1
```
Forces are in eV/Å.

Properties
Spin multiplicity: 1
Relative energy (zero: lowest compared OMol25 entry of this formula, charge and spin): 21.1 kcal/mol
Net charge: -2
Kohn-Sham gap: 7.836 eV

These are the Löwdin partial charges, in e, on atoms 1 to 2: O 0.057; H 0.069